(1)
The following is a quantum chemistry calculation of a molecular structure, C22H23N4O4PtS2, from the Open Molecules 2025 dataset.

Structure (XYZ):
```
56
Properties=species:S:1:pos:R:3:mulliken_spin:R:1
Pt -0.191 1.538 -2.601 1.2057
C -0.920 -4.670 3.290 0.0002
O 0.250 -4.603 2.511 0.0001
C 1.094 -3.548 2.747 0.0014
C 1.130 -2.824 3.926 -0.0008
C 2.038 -1.784 4.071 0.0012
C 2.894 -1.420 3.034 -0.0008
C 2.847 -2.172 1.848 0.0018
C 1.969 -3.223 1.713 -0.0015
N 3.888 -0.457 3.259 0.0132
N 4.299 0.335 2.370 -0.0009
C 3.617 0.609 1.202 0.0041
C 4.397 0.945 0.087 0.0009
C 3.860 1.165 -1.159 0.0096
C 2.471 1.068 -1.401 -0.0297
O 1.974 1.178 -2.558 0.0232
C 1.631 0.872 -0.231 -0.0378
N 0.300 0.983 -0.424 0.1545
C -0.519 0.932 0.601 0.0085
C -0.060 0.818 1.913 0.0082
C 1.290 0.712 2.140 0.0029
C 2.189 0.675 1.058 0.0108
H -1.589 -5.359 2.777 0.0000
H -1.404 -3.692 3.372 -0.0001
H -0.725 -5.055 4.297 0.0000
H 0.462 -3.063 4.744 0.0000
H 2.074 -1.224 4.998 0.0002
H 3.519 -1.922 1.038 0.0003
H 1.930 -3.805 0.801 0.0001
H 5.472 0.954 0.223 0.0001
H 4.498 1.377 -2.007 0.0006
H -1.578 1.035 0.385 -0.0143
H -0.759 0.845 2.739 0.0033
H 1.668 0.708 3.151 -0.0009
C -4.215 3.878 -2.737 -0.0195
C -2.760 3.463 -2.795 0.0234
S -2.504 1.742 -2.969 0.2470
C -1.743 4.343 -2.729 -0.0063
C -1.942 5.827 -2.547 -0.0148
S -0.064 3.881 -2.865 0.3865
H -4.848 2.999 -2.847 0.0061
H -4.462 4.575 -3.543 -0.0001
H -4.458 4.355 -1.784 0.0006
H -2.995 6.112 -2.541 0.0025
H -1.433 6.367 -3.348 0.0033
H -1.487 6.145 -1.606 0.0030
N -3.094 -2.744 -1.688 0.0008
C -2.356 -1.549 -2.120 0.0121
C -0.984 -1.921 -2.679 -0.0198
O -0.796 -3.236 -2.832 -0.0024
O -0.140 -1.117 -2.972 0.0121
H -4.089 -2.614 -1.802 -0.0002
H -2.921 -2.929 -0.708 0.0004
H -1.635 -3.653 -2.545 0.0010
H -2.201 -0.809 -1.335 0.0028
H -2.890 -1.043 -2.922 -0.0028
```

Properties
HOMO (spin up / spin down): -2.86 / -3.80 eV
frontier orbital gap (spin up / spin down): 4.949 / 5.874 eV
2S+1: 3
net charge: -1

---

(2)
The following is a quantum chemistry calculation of C22H23NO4 in the gas phase, from the Open Molecules 2025 dataset.

Structure (XYZ):
```
50
Properties=species:S:1:pos:R:3:mulliken_charge:R:1
C -4.742 -2.423 1.813 -1.5496
C -4.971 -1.202 0.975 0.8009
C -6.203 -0.959 0.387 -0.7746
C -6.429 0.188 -0.366 0.9121
C -7.768 0.423 -0.997 -1.4808
C -5.394 1.092 -0.541 -1.0887
C -4.151 0.855 0.035 0.4142
O -3.197 1.829 -0.127 -0.5253
C -1.873 1.495 -0.211 0.3015
C -1.413 0.317 -0.790 -0.2627
C -0.058 0.073 -0.900 -0.6353
C 0.863 1.010 -0.442 0.6561
N 2.248 0.829 -0.527 0.0443
C 2.944 -0.249 -0.977 0.2647
O 2.449 -1.261 -1.418 -0.6682
C 4.463 -0.033 -0.885 0.0646
C 5.187 -1.237 -1.508 -1.2333
C 5.143 -2.404 -0.574 -0.5051
C 5.494 -2.203 0.686 -0.4475
C 5.912 -0.826 1.091 -0.9766
C 4.887 0.207 0.592 0.2650
C 5.454 1.603 0.705 0.1790
O 6.612 1.899 0.790 -0.5739
O 4.482 2.540 0.666 -0.4473
C 0.399 2.197 0.122 -0.4534
C -0.953 2.438 0.239 -1.0155
C -3.944 -0.284 0.801 -0.3229
H -4.729 -2.154 2.870 0.3295
H -5.529 -3.156 1.657 0.3586
H -3.782 -2.878 1.575 0.3569
H -7.006 -1.670 0.520 0.3553
H -8.567 0.228 -0.284 0.3688
H -7.856 1.445 -1.355 0.3584
H -7.906 -0.250 -1.843 0.3028
H -5.534 1.991 -1.121 0.3831
H -2.119 -0.409 -1.165 0.4985
H 0.291 -0.843 -1.347 0.5271
H 2.789 1.609 -0.175 -0.0063
H 4.694 0.856 -1.483 0.5156
H 6.228 -0.958 -1.697 0.4370
H 4.712 -1.479 -2.458 0.4512
H 4.815 -3.359 -0.947 0.4055
H 5.484 -2.983 1.429 0.4119
H 6.013 -0.739 2.173 0.5175
H 6.882 -0.583 0.646 0.3343
H 3.999 0.152 1.229 0.5022
H 4.871 3.428 0.725 0.3406
H 1.108 2.933 0.475 0.3444
H -1.317 3.356 0.672 0.4228
H -2.984 -0.452 1.268 0.5426
```

Properties
HOMO: -7.91 eV
frontier orbital gap: 8.299 eV
net charge: 0
SMILES string: Cc1cc(C)cc(Oc2ccc(NC(=O)[C@@H]3CC=CC[C@H]3C(=O)O)cc2)c1

---

(3)
The following is a quantum chemistry calculation of a molecular structure, C22H24B2F4LaN12O4, from the Open Molecules 2025 dataset.

Structure (XYZ):
```
69
Properties=species:S:1:pos:R:3:mulliken_charge:R:1
La -0.167 -0.426 -0.521 2.2630
C 2.883 -4.994 -1.153 -1.2586
C 1.687 -4.080 -1.237 0.1398
N 1.859 -2.668 -0.759 0.6035
O 2.795 -2.547 -0.092 -0.4117
B 2.821 0.855 1.491 0.2025
F 2.373 0.636 0.186 0.1933
F 4.025 1.347 1.573 -0.1467
O 2.124 0.262 2.454 -0.4865
N 1.003 -0.457 2.103 0.3855
C 0.394 -0.929 3.131 0.1882
C 0.738 -0.690 4.570 -1.7228
C -0.795 -1.747 2.826 0.1027
N -1.196 -1.774 1.615 1.0189
O -2.277 -2.594 1.463 -0.5518
B -2.705 -2.741 0.127 0.4277
F -2.380 -1.600 -0.737 -0.3711
F -3.846 -3.380 -0.218 -0.2368
O -1.608 -3.890 -0.562 -0.3036
N -0.478 -3.495 -0.800 0.5936
C 0.373 -4.462 -1.230 0.1079
C -0.123 -5.912 -1.408 -1.4504
C -1.425 -2.472 3.956 -1.7287
H 3.744 -4.351 -1.290 0.4318
H 2.703 -5.758 -1.955 0.3706
H 2.868 -5.496 -0.208 0.3705
H 1.587 -1.216 4.905 0.3786
H -0.054 -0.753 5.360 0.4309
H 1.086 0.334 4.592 0.4665
H -0.049 -6.444 -0.429 0.3570
H 0.451 -6.532 -2.135 0.4406
H -1.206 -5.981 -1.694 0.3998
H -2.103 -1.808 4.508 0.3895
H -0.648 -2.777 4.691 0.4730
H -1.959 -3.381 3.725 0.4184
N -3.432 0.959 -1.713 -0.1815
C -2.517 1.820 -2.118 0.3987
N -2.884 2.987 -2.567 -0.6481
C -1.926 3.831 -2.897 0.3741
N -2.307 5.079 -3.210 -0.3127
N -0.600 3.529 -2.938 -0.5510
C -0.353 2.285 -2.601 0.1463
N -1.197 1.423 -2.019 0.1579
C 1.097 1.906 -2.730 0.4165
C 2.067 2.847 -3.010 -0.4051
C 3.374 2.418 -3.158 -0.6435
C 3.690 1.047 -3.005 -0.8562
C 2.629 0.172 -2.688 0.0492
N 1.376 0.581 -2.523 -0.2603
H -3.192 0.137 -1.156 0.0920
H -4.396 1.148 -1.954 0.2533
H -3.259 5.365 -3.261 0.2583
H -1.627 5.724 -3.594 0.2594
H 1.713 3.806 -3.213 0.6815
H 4.121 3.170 -3.418 0.4901
H 4.706 0.641 -3.166 0.4596
H 2.810 -0.922 -2.532 0.3216
N -2.087 6.281 3.514 -0.2935
C -1.602 5.377 3.006 -0.3944
C -1.137 4.177 2.389 0.7069
C -1.782 2.986 2.670 -0.8907
C -1.444 1.879 1.947 -0.1255
N -0.493 1.863 0.981 0.3693
C 0.080 3.050 0.627 -0.3020
C -0.188 4.198 1.356 -0.9653
H -2.618 3.005 3.355 0.5464
H -2.012 0.921 2.025 0.2979
H 0.688 3.110 -0.269 0.4669
H 0.212 5.124 1.023 0.5985
```

Properties
HOMO: -17.34 eV
frontier orbital gap: 6.091 eV
net charge: +3

---

(4)
The following is a quantum chemistry calculation of a molecular structure, C22H24ClN2O4S2V, from the Open Molecules 2025 dataset.

Structure (XYZ):
```
56
Properties=species:S:1:pos:R:3:mulliken_spin:R:1
V 0.300 0.145 1.075 0.9166
Cl -0.230 6.355 -2.772 -0.0008
C 0.157 4.918 -1.893 -0.0057
C 1.428 4.354 -2.018 0.0043
C 1.763 3.202 -1.327 -0.0049
C 0.813 2.618 -0.510 -0.0040
O 1.033 1.508 0.193 -0.0380
C -0.463 3.176 -0.372 0.0054
C -1.447 2.567 0.515 0.0028
O -1.281 1.601 1.261 -0.0095
C -0.787 4.337 -1.076 0.0050
H 2.154 4.829 -2.663 0.0001
H 2.743 2.755 -1.413 0.0003
H -2.437 3.048 0.497 -0.0008
H -1.772 4.781 -0.981 0.0001
O -1.794 -2.804 1.863 0.0038
C -0.668 -2.408 1.995 -0.0086
O -0.397 -1.096 2.213 -0.0248
C 0.548 -3.251 1.989 0.0217
C 0.448 -4.533 2.525 -0.0076
C 1.554 -5.356 2.586 0.0188
C 2.770 -4.900 2.089 -0.0113
C 2.874 -3.637 1.533 0.0254
C 1.765 -2.792 1.477 -0.0009
S 2.021 -1.248 0.636 0.1045
H -0.514 -4.861 2.896 0.0004
H 1.473 -6.346 3.013 0.0010
H 3.645 -5.536 2.129 -0.0003
H 3.819 -3.297 1.128 -0.0007
N -1.033 -0.403 -0.405 -0.0125
C -2.137 -0.707 -0.595 0.0165
N -3.364 -1.028 -0.819 0.0039
C -3.741 -2.444 -1.051 -0.0001
C -4.692 -2.908 0.038 0.0005
C -5.859 -1.913 0.250 -0.0002
C -5.785 -0.717 -0.700 0.0003
C -4.439 -0.023 -0.595 0.0000
H -2.827 -3.033 -1.066 0.0001
H -4.196 -2.501 -2.040 0.0002
H -4.121 -3.028 0.961 -0.0001
H -5.062 -3.894 -0.242 0.0000
H -5.838 -1.543 1.277 0.0000
H -6.818 -2.414 0.124 0.0000
H -6.560 0.012 -0.463 0.0001
H -5.960 -1.028 -1.733 0.0000
H -4.306 0.403 0.401 -0.0003
H -4.337 0.773 -1.334 0.0004
C 1.538 -0.143 4.340 -0.0010
S 1.294 1.192 3.158 0.0003
C -0.179 1.938 3.890 -0.0005
H 1.566 0.284 5.340 0.0000
H 2.497 -0.605 4.115 0.0019
H 0.741 -0.875 4.252 -0.0001
H -0.948 1.182 4.037 0.0007
H -0.544 2.706 3.217 -0.0013
H 0.097 2.386 4.842 -0.0012
```

Properties
HOMO (spin up / spin down): -10.72 / -11.04 eV
frontier orbital gap (spin up / spin down): 6.409 / 7.034 eV
2S+1: 2
net charge: +1

---

Let's list energy above the lowest of the compared OMol25 structures with the same formula, charge and spin in order: 62.4, 88.0, 36.9, 40.5 kJ/mol.
Let's list strongest force on any atom in order: 0.0195, 0.0119, 0.0677, 0.0194 hartree/bohr.